# 1
ORCA calculation (wB97M-V/def2-TZVPD) on a cluster of 9 separate species, C27H71NO9 in total at a distorted geometry.

Each line ends with the Löwdin charge.
Element x y z (Å)
O  -14.0495  7.7004  -1.1195  -0.0618
O  -19.3701  2.8581  4.0507  -0.0415
O  -11.7227  0.1940  1.5919  -0.0979
O  -13.9896  0.1155  3.5403  -0.0684
O  -10.5913  2.0125  -0.3930  -0.0917
O  -13.0353  4.7212  -7.1217  -0.0115
O  -8.0784  5.6116  1.6224  -0.0597
O  -12.0252  4.3272  0.4376  -0.0779
O  -14.0943  2.6341  5.4921  -0.0457
N  -13.6681  4.6060  -5.8440  -0.0954
C  -9.0857  3.5666  2.4382  -0.0471
C  -14.2767  3.5858  0.1481  -0.0238
C  -9.1208  0.9444  -1.8931  -0.0490
C  -14.0788  3.2233  -5.6096  -0.5009
C  -11.8242  7.7199  -0.1687  -0.0632
C  -9.8349  5.8739  3.2248  -0.0440
C  -12.3249  -1.0785  -0.3857  -0.0437
C  -17.1683  2.2235  3.3399  -0.0550
C  -17.5953  4.0560  5.0545  -0.0536
C  -14.6038  3.1800  -4.1585  -0.1316
C  -13.0996  3.3690  2.3589  -0.0321
C  -15.7943  5.6914  -6.6669  -0.0318
C  -18.0640  3.3634  3.7982  -0.4965
C  -11.8689  -2.1589  1.8614  -0.0605
C  -15.1196  2.6522  -6.5864  -0.0247
C  -13.8913  7.0242  -5.8032  -0.0344
C  -15.1589  5.6215  -4.2539  -0.1312
C  -14.6287  5.6794  -5.6926  -0.5362
C  -11.0463  2.3220  -2.7243  -0.0598
C  -12.8042  2.3573  -5.6197  -0.0391
C  -9.9569  2.1828  -1.6626  -0.4641
C  -12.2756  8.0628  -2.5939  -0.0595
C  -15.6710  4.2365  -3.8687  -0.1711
C  -12.6671  7.3158  -1.3563  -0.4806
C  -13.3013  4.2198  1.1106  -0.4464
C  -11.5075  -1.0595  0.8889  -0.4655
C  -8.6690  5.0004  2.7772  -0.4617
H  -15.8649  6.4367  -4.0973  0.1265
H  -8.7730  0.9486  -2.9339  0.0840
H  -11.4939  7.5058  -3.1223  0.0882
H  -9.6724  0.0170  -1.7619  0.0728
H  -7.9033  4.9723  3.5576  0.1310
H  -18.0643  5.0121  5.2708  0.0818
H  -14.4409  1.8377  5.9089  0.0540
H  -12.9953  7.0067  -5.1866  0.0684
H  -13.1464  0.0682  3.0672  -0.0011
H  -15.0944  2.2100  -4.0409  0.1259
H  -16.3591  6.6284  -6.6688  0.0890
H  -12.6252  6.2344  -1.5159  0.1158
H  -11.5997  -3.1392  1.4480  0.0821
H  -13.6143  7.2751  -6.8282  0.0824
H  -14.2708  7.4183  -0.2272  0.0694
H  -12.6540  2.4259  2.0340  0.0737
H  -9.5120  6.6124  3.9612  0.0800
H  -19.6750  2.4322  3.2433  0.0899
H  -13.8248  2.6391  -0.1893  0.0921
H  -13.1237  8.1914  -3.2601  0.0639
H  -11.9207  -0.3358  -1.0731  0.0488
H  -14.0154  3.1334  2.8985  0.0498
H  -11.3859  -2.0556  2.8287  0.0831
H  -9.3376  3.0848  -1.7099  0.1393
H  -12.3628  -2.0684  -0.8375  0.0827
H  -11.6738  8.8003  -0.1873  0.0843
H  -11.8527  9.0422  -2.3704  0.0807
H  -12.6492  1.8630  -6.5840  0.0839
H  -16.6217  3.9840  -4.3456  0.1047
H  -12.9537  -2.2483  1.9773  0.0848
H  -12.1022  4.6425  -6.9088  0.0970
H  -11.9645  2.9915  -5.3527  0.0665
H  -9.8422  3.2322  3.1586  0.0778
H  -15.0896  3.1314  -7.5627  0.0824
H  -12.4336  3.8488  3.0788  0.0742
H  -14.3261  4.1320  -0.7976  0.0680
H  -14.9076  1.5946  -6.7700  0.0810
H  -15.8660  4.2453  -2.7905  0.1003
H  -8.2743  2.8511  2.5642  0.0841
H  -15.3886  5.6996  -7.6880  0.0903
H  -11.6666  3.1958  -2.5039  0.0726
H  -10.8918  7.1537  -0.0999  0.0792
H  -16.4872  4.8670  -6.5310  0.0669
H  -17.3416  1.9764  2.2879  0.0814
H  -17.3647  1.3403  3.9512  0.0936
H  -14.5970  7.7885  -5.4737  0.0872
H  -14.8690  3.1849  5.3426  0.0036
H  -7.7467  4.9466  1.0134  0.0790
H  -13.3423  -0.7665  -0.1365  0.0898
H  -10.5784  5.2823  3.7645  0.0671
H  -10.3145  6.3882  2.3916  0.0631
H  -13.7607  3.3160  -3.4839  0.0974
H  -11.1044  2.8019  -0.1551  0.0438
H  -14.3235  5.8374  -3.5730  0.1099
H  -11.7061  1.4563  -2.7619  0.0784
H  -13.5963  5.2284  1.4284  0.1331
H  -16.0821  2.3541  3.3557  0.0434
H  -8.2037  0.9677  -1.3026  0.0807
H  -17.6389  3.4138  5.9401  0.0914
H  -11.1571  0.8364  1.1420  0.0498
H  -9.5945  3.5048  1.4771  0.0586
H  -16.5169  4.2591  5.0027  0.0605
H  -14.0646  1.0363  3.8117  -0.0229
H  -12.2693  7.5530  0.8245  0.0722
H  -16.1264  2.6781  -6.1678  0.0724
H  -15.2235  3.3446  0.6189  0.0809
H  -11.4938  4.8876  1.0155  0.0682
H  -18.0633  4.1056  2.9878  0.1346
H  -10.4334  -1.0780  0.6744  0.1357
H  -12.8567  1.4979  -4.9488  0.0801
H  -10.5747  2.4955  -3.6914  0.0735

The HOMO energy comes out at -8.6 eV. Its structure (SMILES) is CC1(C)CCCC(C)(C)N1O.CC(C)O.CC(C)O.CC(C)O.CC(C)O.CC(C)O.CC(C)O.O.O. For the largest force on an atom, the calculation gives 0.027 Eh/bohr. Its energy above the lowest of the compared OMol25 structures with the same formula, charge and spin is 0.0 kJ/mol. As for the net charge: 0. The LUMO energy is 0.39 eV. The value obtained for the calculated total energy is -1803.17780 Eh.


# 2
ORCA calculation (wB97M-V/def2-TZVPD) on a cluster of 11 separate species, C27H72BINO13 in total at a distorted geometry.

Each line ends with the Löwdin charge.
Element x y z (Å)
I  0.9764  -5.3889  3.2152  0.8792
O  -1.7086  -1.0418  1.5324  -0.0159
O  -1.7868  -3.3228  1.1388  0.0415
O  2.9408  1.6458  3.8840  -0.1355
O  3.3794  5.5868  -3.7158  -0.1385
O  -0.8858  -0.3601  -6.1000  -0.1301
O  2.8976  0.7023  -2.3650  -0.1327
O  -1.4684  3.0517  0.0551  -0.1218
O  3.8324  -1.1661  4.7606  -0.1353
O  0.3521  -2.8831  1.3288  -0.0739
O  1.8147  5.7372  0.3445  -0.1332
O  6.8725  3.7836  2.7196  -0.1306
O  -7.6394  -4.1799  2.3023  -0.1314
O  0.6663  1.7499  -7.5748  -0.1325
N  -2.5882  -1.9375  -0.7357  0.0796
C  -2.1108  -0.1624  -6.7888  -0.1608
C  -6.7866  -3.7836  3.3722  -0.1582
C  -1.8012  -6.2194  1.7159  -0.1569
C  1.8445  1.4603  0.7440  -0.1055
C  2.8093  5.2070  -0.5338  -0.1466
C  3.3045  -1.3011  6.0696  -0.1570
C  -6.5924  -0.9042  -0.0063  -0.1469
C  -5.9582  -0.1509  1.0617  -0.2206
C  1.9027  -1.0422  1.0620  -0.1644
C  4.6413  4.9556  -3.9059  -0.1509
C  -1.7737  4.4355  0.1527  -0.1665
C  4.3711  1.7228  3.9000  -0.1396
C  3.8947  0.1823  -3.2338  -0.1571
C  1.0702  0.2267  1.2093  -0.2367
C  0.1592  2.6929  -8.5166  -0.1417
C  -0.8649  -4.2469  3.0977  -0.5545
C  -7.2526  -1.6791  -0.6693  0.0990
C  -4.0818  -1.9010  1.3165  -0.0946
C  -1.2007  -1.6065  -2.7530  -0.2428
C  -2.0224  -5.2099  2.8443  -0.3129
C  -2.4210  -2.0113  -3.5616  -0.1368
C  -1.4146  -1.7316  2.6962  -0.1430
C  1.4468  -2.2007  1.9371  -0.2473
C  -0.7999  -3.0493  2.1106  -0.5105
C  -1.5723  -1.0847  -1.3422  -0.2282
C  8.1268  3.1420  2.5110  -0.1544
C  -4.4523  -0.4170  1.2088  -0.2192
B  -2.4986  -2.0661  0.7889  -0.8768
H  -0.7180  -1.1209  3.2839  0.1118
H  4.7087  2.6412  3.4190  0.0645
H  7.0473  4.7099  2.9024  0.0721
H  2.9182  -0.7986  1.3894  0.1070
H  -0.2845  0.3328  -6.3926  0.0279
H  -3.5147  -1.7081  -1.0565  0.0786
H  2.2827  -2.9034  1.9581  0.0741
H  -1.0569  -5.8641  1.0155  0.0515
H  5.2566  5.0476  -3.0063  0.0752
H  -4.2492  -2.1669  2.3679  0.0732
H  4.7317  1.6933  4.9322  0.0834
H  4.7846  0.8005  -3.1341  0.0709
H  -2.7051  -6.3619  1.1317  0.0706
H  5.1694  5.3975  -4.7558  0.0727
H  -4.1156  0.0905  2.1087  0.1052
H  -2.8119  -0.9305  -6.4735  0.0668
H  2.1164  0.1473  -2.4581  0.0752
H  -0.5775  -2.4832  -2.5982  0.1027
H  -6.0734  0.9010  0.7875  0.1036
H  3.7065  5.8192  -0.4519  0.0749
H  -2.8380  4.5745  0.3634  0.0751
H  0.6745  0.3670  2.2074  0.1009
H  8.6486  3.5853  1.6587  0.0735
H  3.5543  0.2103  -4.2734  0.0724
H  -1.6849  2.6470  0.9008  0.0809
H  -3.1706  -1.2168  -3.5455  0.0716
H  -0.6911  -0.8366  -3.3352  0.0797
H  -2.9695  -4.7015  2.7360  0.1020
H  0.6272  3.6690  -8.3694  0.0775
H  7.9363  2.0925  2.3036  0.0791
H  1.9738  -1.4023  0.0388  0.1146
H  -2.9067  -2.8820  -3.1367  0.0609
H  3.6914  -2.2231  6.4977  0.0752
H  4.7686  0.8697  3.3568  0.0834
H  -6.9269  -4.4771  4.1990  0.0724
H  -3.8872  0.0420  0.4024  0.1010
H  3.5461  6.5157  -3.5371  0.0740
H  -2.1096  -5.8092  3.7548  0.0900
H  -1.1789  4.8979  0.9485  0.0708
H  -6.4808  -0.2750  2.0044  0.1084
H  4.1431  -0.8473  -2.9623  0.0775
H  -2.2523  -1.9043  3.3791  0.1235
H  -1.9481  -0.2387  -7.8694  0.0745
H  2.3762  1.9567  1.5589  0.0487
H  -1.5320  4.9081  -0.7973  0.0779
H  -4.7391  -2.5271  0.7063  0.0853
H  4.4624  3.9026  -4.1065  0.0755
H  0.2442  0.1377  0.5166  0.0776
H  3.6120  -0.4583  6.6991  0.0705
H  -0.9249  2.7886  -8.4184  0.0776
H  0.4561  2.0883  -6.6979  0.0809
H  0.3957  2.3307  -9.5134  0.0787
H  -2.1928  -2.2518  -4.5975  0.0448
H  2.6084  2.4058  4.3676  0.0854
H  -7.4972  -3.5544  1.5837  0.0483
H  1.0368  5.1797  0.2517  0.0430
H  -5.7448  -3.8121  3.0481  0.0591
H  3.4797  -0.3473  4.3942  0.0175
H  1.1281  2.1879  0.3604  0.0488
H  -1.4762  -7.1818  2.0960  0.0459
H  -1.9826  -0.0701  -1.4288  0.1124
H  -1.0031  -3.8510  4.0981  0.0698
H  8.7532  3.2217  3.4037  0.0743
H  -7.0442  -2.7728  3.7016  0.0735
H  -7.8450  -2.3631  -1.1965  0.0059
H  -2.5233  0.8226  -6.5456  0.0774
H  3.0488  4.1784  -0.2512  0.0744
H  2.4962  1.2395  -0.1021  0.0497
H  -0.6575  -1.1257  -0.7636  0.0875
H  2.4481  5.2337  -1.5599  0.0599
H  1.2817  -1.9053  2.9701  0.1134
H  2.2124  -1.3529  6.0409  0.0780

The HOMO energy comes out at -4.3 eV. For the largest force on an atom, the calculation gives 0.058 Eh/bohr. As for the net charge: -1. The LUMO energy is 1.85 eV. The value obtained for the calculated total energy is -2427.21229 Eh.